<one>
C2H8N5 | ωB97M-V/def2-TZVPD

Values from the calculation:
- Kohn-Sham gap (eV) = 9.768
- charge = +1

Last column: Löwdin charge in e.
CARTESIAN COORDINATES (ANGSTROEM)
C: -1.44887 -0.59078 0.02331  -0.339
C: -1.36668 -2.11362 0.03829  0.016
N: -2.57775 0.16869 0.04136  0.050
N: -2.30677 1.43987 -0.00913  0.047
N: -0.38634 0.26586 -0.08059  0.058
N: -0.95394 1.53428 -0.05501  -0.026
N: 2.82911 0.90584 0.02831  0.334
H: -1.21722 -2.39034 -0.93936  0.054
H: -2.42802 -2.42120 0.28118  0.122
H: -0.63930 -2.42587 0.63333  0.026
H: 1.78291 0.71884 0.00523  0.115
H: -0.52162 2.38825 0.00806  0.105
H: 2.96005 1.74667 0.52389  0.141
H: 3.04515 0.60821 -0.95854  0.199
H: 3.22931 0.16531 0.45968  0.095

=====

<two>
C2H8N5 | ωB97M-V/def2-TZVPD

Values from the calculation:
- Kohn-Sham gap (eV) = 10.122
- SMILES = NC1=N[NH2+]CN1N
- charge = +1

Last column: Löwdin charge in e.
CARTESIAN COORDINATES (ANGSTROEM)
C: -0.29943 -0.03770 -0.84149  -0.334
C: 0.02360 -0.34063 1.41854  -0.018
N: -0.09658 -1.54621 -0.69964  0.039
N: -0.17900 0.62776 0.33516  -0.162
N: -0.41653 0.45193 -2.06182  0.183
N: 0.66199 1.75126 0.39759  0.096
N: 0.15918 -1.73501 0.72749  0.014
H: 0.84580 0.02231 1.97652  0.120
H: -0.94989 -0.26288 1.93419  0.145
H: -0.71565 -0.22720 -2.84177  0.187
H: -0.72965 1.40463 -2.13722  0.123
H: 0.12527 2.64809 0.55448  0.135
H: 0.93578 1.80185 -0.59412  0.093
H: 1.13262 -2.02696 0.75556  0.160
H: -0.49751 -2.53126 1.07654  0.221

=====

<one> takes first place; second place is 0.550 eV up.